{
  "formula": "C51H94BrN2O18S",
  "method": "ωB97M-V/def2-TZVPD",
  "elements": ["C", "C", "C", "N", "N", "C", "C", "C", "C", "Br", "C", "C", "C", "C", "C", "C", "C", "C", "S", "H", "H", "H", "H", "H", "H", "H", "H", "H", "H", "H", "H", "H", "H", "H", "H", "H", "H", "H", "H", "H", "H", "O", "C", "O", "C", "C", "C", "H", "H", "H", "H", "H", "H", "H", "H", "O", "C", "O", "C", "C", "C", "H", "H", "H", "H", "H", "H", "H", "H", "O", "C", "O", "C", "C", "C", "H", "H", "H", "H", "H", "H", "H", "H", "O", "C", "O", "C", "C", "C", "H", "H", "H", "H", "H", "H", "H", "H", "O", "C", "O", "C", "C", "C", "H", "H", "H", "H", "H", "H", "H", "H", "O", "C", "O", "C", "C", "C", "H", "H", "H", "H", "H", "H", "H", "H", "O", "C", "O", "C", "C", "C", "H", "H", "H", "H", "H", "H", "H", "H", "O", "C", "O", "C", "C", "C", "H", "H", "H", "H", "H", "H", "H", "H", "O", "C", "O", "C", "C", "C", "H", "H", "H", "H", "H", "H", "H", "H"],
  "coordinates": [[1.6899, -7.0676, -2.3234], [1.5051, -6.7233, -3.6692], [1.1909, -6.1061, -5.1924], [0.1291, -4.9824, -5.1414], [0.6839, -3.7578, -5.1913], [-0.3663, -2.7480, -5.1110], [0.2425, -1.1876, -5.1046], [1.1667, -1.1187, -3.7119], [2.7631, -0.8860, -4.0018], [3.6927, -0.5627, -2.2208], [-1.9496, -2.8750, -5.0316], [-3.0370, -1.6481, -4.9914], [-4.5975, -2.0926, -5.2246], [-5.2732, -2.4588, -3.7738], [-5.3755, -1.1906, -2.7341], [-6.8373, -2.9369, -4.0867], [-2.5047, -4.4003, -4.9850], [-1.2539, -5.4143, -5.0276], [-1.6946, -7.2564, -4.9202], [2.1458, -7.2824, -1.2411], [0.9455, -6.9336, -5.9820], [2.2495, -5.6665, -5.5322], [-0.5778, -0.3699, -4.9709], [0.9116, -1.0018, -6.0492], [0.7768, -0.2977, -2.9731], [1.0759, -2.1538, -3.1329], [2.8580, 0.1065, -4.6267], [3.3110, -1.7882, -4.5067], [-2.8539, -1.0115, -4.0040], [-2.7474, -0.9163, -5.8838], [-4.7522, -2.9417, -6.0210], [-5.1639, -1.1181, -5.6189], [-4.6908, -3.3778, -3.3152], [-5.9203, -0.2747, -3.2699], [-4.3065, -0.8196, -2.3878], [-5.9398, -1.5202, -1.7375], [-7.4615, -2.0129, -4.4891], [-6.8403, -3.7805, -4.8981], [-7.3526, -3.3308, -3.0904], [-3.6039, -4.7777, -4.8974], [-1.9326, -7.6247, -3.5713], [-4.3917, -0.3192, 0.0049], [-3.5694, 0.5520, 0.2811], [-3.8326, 1.8520, 0.0014], [-3.0445, 2.9606, 0.4726], [-1.8939, 3.2454, -0.4716], [-2.2238, 0.1932, 0.8345], [-2.7135, 2.8023, 1.5028], [-3.7136, 3.8267, 0.4931], [-1.2013, 2.4006, -0.5284], [-1.3365, 4.1281, -0.1449], [-2.2654, 3.4194, -1.4873], [-1.5315, 0.0033, 0.0104], [-2.3292, -0.7194, 1.4314], [-1.8138, 0.9461, 1.5038], [-4.6917, -13.5683, -7.3206], [-3.8694, -12.6971, -7.0444], [-4.1326, -11.3970, -7.3241], [-3.3445, -10.2885, -6.8529], [-2.1939, -10.0037, -7.7971], [-2.5238, -13.0559, -6.4909], [-3.0135, -10.4468, -5.8226], [-4.0136, -9.4224, -6.8324], [-1.5013, -10.8485, -7.8539], [-1.6365, -9.1210, -7.4704], [-2.5654, -9.8296, -8.8127], [-1.8315, -13.2458, -7.3151], [-2.6292, -13.9685, -5.8940], [-2.1138, -12.3030, -5.8217], [1.3085, -0.0704, 1.9885], [0.7906, 0.0042, 3.1010], [0.7449, 1.1912, 3.7542], [-0.0198, 1.4323, 4.9497], [0.7771, 1.0626, 6.1845], [0.2930, -1.2229, 3.8027], [-0.9894, 0.9280, 4.9086], [-0.2310, 2.5061, 4.9681], [1.0171, -0.0045, 6.2042], [0.2178, 1.3078, 7.0921], [1.7302, 1.6022, 6.2016], [1.1108, -1.6720, 4.3720], [-0.0511, -1.9365, 3.0460], [-0.5593, -1.0371, 4.4523], [3.5172, 2.0195, 7.1936], [4.2741, 2.7798, 6.5932], [5.2624, 2.2813, 5.8107], [6.0571, 3.0686, 4.9047], [7.2556, 3.6644, 5.6155], [4.1908, 4.2631, 6.7897], [5.4499, 3.8245, 4.3988], [6.4068, 2.3824, 4.1269], [6.9516, 4.3538, 6.4085], [7.8914, 4.2076, 4.9102], [7.8501, 2.8767, 6.0909], [4.8105, 4.5514, 7.6425], [3.1478, 4.5245, 6.9999], [4.4739, 4.8351, 5.9090], [3.9936, -0.3731, -6.6928], [5.1670, -0.6930, -6.5131], [5.7940, -0.3656, -5.3567], [7.0813, -0.8720, -4.9583], [8.1968, -0.0136, -5.5198], [5.9592, -1.3565, -7.5983], [7.1906, -1.9280, -5.2211], [7.1064, -0.8219, -3.8652], [8.2050, -0.0289, -6.6135], [9.1696, -0.3631, -5.1619], [8.0653, 1.0313, -5.2184], [6.4149, -0.5927, -8.2335], [5.2753, -1.9632, -8.2020], [6.7201, -2.0389, -7.2264], [-6.9066, 5.1384, 5.0877], [-6.8178, 4.0038, 4.6229], [-6.0213, 3.7654, 3.5521], [-5.6802, 2.4531, 3.0688], [-6.7252, 1.9477, 2.0946], [-7.6587, 2.8845, 5.1575], [-5.5059, 1.7589, 3.8957], [-4.7240, 2.5569, 2.5462], [-7.7018, 1.8352, 2.5743], [-6.4299, 0.9792, 1.6805], [-6.8566, 2.6577, 1.2708], [-8.6176, 2.8689, 4.6332], [-7.8360, 3.0658, 6.2233], [-7.1790, 1.9106, 5.0925], [5.3610, 6.7304, 4.5705], [6.1179, 7.4907, 3.9702], [7.1063, 6.9923, 3.1876], [7.9010, 7.7795, 2.2817], [9.0995, 8.3753, 2.9924], [6.0346, 8.9741, 4.1666], [7.2937, 8.5354, 1.7757], [8.2507, 7.0933, 1.5038], [8.7955, 9.0647, 3.7854], [9.7352, 8.9185, 2.2871], [9.6940, 7.5877, 3.4678], [6.6543, 9.2624, 5.0194], [4.9917, 9.2354, 4.3768], [6.3177, 9.5460, 3.2860], [8.8524, -0.9252, -2.3549], [8.3345, -0.8506, -1.2424], [8.2888, 0.3364, -0.5892], [7.5240, 0.5775, 0.6063], [8.3209, 0.2078, 1.8411], [7.8368, -2.0777, -0.5407], [6.5544, 0.0732, 0.5652], [7.3128, 1.6514, 0.6247], [8.5610, -0.8593, 1.8608], [7.7616, 0.4530, 2.7487], [9.2740, 0.7474, 1.8582], [8.6547, -2.5268, 0.0286], [7.4928, -2.7913, -1.2974], [6.9846, -1.8919, 0.1089], [-9.4695, 2.6108, 7.6534], [-10.1788, 3.6124, 7.7255], [-10.8526, 4.0513, 6.6341], [-11.8671, 5.0721, 6.6613], [-11.2504, 6.4503, 6.5313], [-10.2361, 4.4267, 8.9822], [-12.5014, 4.9773, 7.5472], [-12.5135, 4.8862, 5.7977], [-10.5890, 6.6764, 7.3728], [-12.0283, 7.2182, 6.4870], [-10.6410, 6.5136, 5.6233], [-9.4355, 5.1706, 8.9691], [-10.0872, 3.7550, 9.8347], [-11.1964, 4.9110, 9.1433]],
  "atomic_forces_ev_per_a": [[-0.396, 2.620, -9.009], [0.708, -1.510, 8.126], [2.287, -1.146, 1.334], [-1.428, -2.614, 0.260], [-6.378, 1.927, 0.349], [-0.019, 1.349, -0.471], [0.511, -1.128, 1.265], [0.665, -0.947, 0.623], [-1.086, 0.716, -0.626], [-0.684, -0.299, -1.271], [0.018, -4.162, 0.122], [1.185, 0.414, -1.158], [-0.163, 1.114, 1.236], [-1.460, -0.270, -0.566], [0.622, -0.151, -0.049], [0.331, 0.140, 0.357], [5.989, 1.941, -0.214], [-1.838, 2.453, 0.869], [0.344, 1.057, 0.206], [-1.365, 0.511, -3.102], [0.035, 1.594, 1.903], [-2.706, -0.481, 0.842], [1.343, -1.853, -0.664], [-1.400, -0.415, 1.789], [0.781, -1.457, -1.612], [0.092, 2.246, -1.168], [0.231, -2.261, 1.292], [-1.257, 1.898, 0.990], [-0.571, -1.558, -2.000], [-0.371, -1.584, 1.853], [0.528, 1.621, 1.582], [1.295, -2.161, 0.740], [-1.118, 1.898, -0.642], [1.053, -2.095, 1.235], [-2.275, -0.772, -0.706], [1.191, 0.833, -2.378], [1.350, -1.947, 0.832], [-0.116, 1.528, 1.545], [1.120, 0.835, -2.224], [2.389, 0.799, -0.224], [0.553, 1.282, -1.189], [1.155, 1.816, 0.456], [-0.923, -0.896, -0.525], [-0.561, -0.562, 0.148], [0.303, 0.194, -0.138], [0.168, -0.157, -0.170], [0.049, -0.253, 0.715], [0.036, -0.110, -0.135], [-0.115, -0.333, -0.036], [-0.004, 0.124, 0.130], [-0.085, -0.116, -0.030], [-0.035, 0.073, 0.205], [0.001, 0.092, 0.150], [-0.007, 0.079, -0.357], [0.182, 0.131, -0.230], [1.465, 2.147, 0.478], [-1.274, -1.641, -0.662], [-0.424, 0.078, 0.177], [0.072, -0.118, -0.208], [0.170, -0.161, -0.199], [0.124, -0.271, 0.697], [0.025, -0.132, -0.082], [-0.121, -0.309, -0.060], [-0.042, 0.131, 0.097], [-0.052, -0.065, -0.028], [-0.011, 0.040, 0.219], [-0.062, 0.060, 0.104], [-0.007, 0.111, -0.368], [0.147, 0.123, -0.175], [-0.927, 0.499, 1.835], [0.966, 0.167, -1.127], [-0.069, -0.141, -0.901], [0.029, -0.112, 0.494], [0.160, -0.069, -0.104], [-0.638, -0.401, -0.221], [0.096, -0.079, -0.108], [0.145, -0.159, -0.280], [-0.112, 0.088, 0.038], [0.059, -0.003, -0.110], [-0.388, -0.138, 0.041], [-0.126, 0.097, -0.015], [0.323, 0.122, 0.109], [0.172, 0.046, 0.232], [1.637, 0.954, -1.187], [-0.591, -0.844, 0.929], [-0.607, -0.436, 0.081], [0.137, 0.294, 0.058], [0.082, 0.069, 0.245], [-0.555, 0.382, -0.384], [0.045, 0.007, 0.202], [-0.226, -0.120, 0.238], [-0.001, 0.010, -0.200], [-0.114, -0.040, 0.054], [-0.090, 0.048, -0.162], [-0.035, -0.027, -0.129], [0.276, -0.170, 0.192], [0.281, 0.059, 0.097], [1.728, -0.401, 0.521], [-0.829, 0.764, 0.046], [-1.127, -0.208, -0.399], [0.483, 0.102, 0.138], [0.060, 0.117, -0.219], [-0.156, -0.756, -0.226], [-0.080, 0.104, -0.115], [-0.248, 0.066, -0.336], [0.032, -0.088, 0.083], [-0.193, 0.045, 0.034], [0.022, -0.223, 0.084], [-0.015, -0.100, 0.116], [0.070, 0.364, 0.031], [0.189, 0.223, 0.011], [0.516, -1.943, -1.186], [-0.525, 1.513, 0.659], [0.490, 0.411, 0.135], [-0.325, -0.034, -0.055], [-0.250, -0.038, -0.049], [0.292, -0.145, 0.661], [-0.143, 0.097, 0.000], [-0.168, 0.248, 0.187], [0.163, -0.053, 0.025], [0.006, 0.113, -0.002], [0.153, -0.123, 0.107], [0.100, -0.031, 0.099], [-0.127, 0.046, -0.473], [-0.112, -0.076, -0.227], [1.520, 0.936, -1.252], [-0.702, -1.001, 0.895], [-0.620, -0.394, 0.084], [0.245, 0.184, 0.048], [0.060, 0.085, 0.250], [-0.600, 0.405, -0.268], [-0.008, -0.052, 0.171], [-0.246, -0.080, 0.246], [0.020, -0.003, -0.166], [-0.084, -0.078, 0.070], [-0.091, 0.078, -0.179], [-0.036, -0.026, -0.134], [0.289, -0.170, 0.172], [0.253, 0.011, 0.086], [-0.862, 0.523, 1.929], [0.907, 0.097, -1.114], [-0.029, -0.106, -0.762], [0.048, -0.072, 0.280], [0.204, -0.164, 0.059], [-0.629, -0.385, -0.220], [0.144, -0.056, -0.051], [0.136, -0.177, -0.286], [-0.126, 0.101, 0.045], [0.045, -0.028, -0.108], [-0.211, 0.005, -0.019], [-0.109, 0.082, -0.030], [0.313, 0.134, 0.123], [0.152, 0.047, 0.204], [-1.494, 1.691, -0.167], [1.016, -1.079, -0.231], [0.116, -0.722, 0.083], [0.051, 0.305, 0.006], [0.238, 0.126, 0.052], [-0.336, -0.249, 0.642], [0.174, -0.028, -0.006], [0.253, -0.227, 0.115], [-0.152, -0.004, -0.052], [0.064, -0.106, 0.002], [-0.168, -0.052, 0.110], [-0.124, -0.053, -0.034], [0.197, 0.143, -0.283], [0.081, 0.221, -0.126]],
  "lumo_ev": -4.669,
  "homo_ev": -10.93,
  "total_charge": 1,
  "gap_ev": 6.27,
  "energy_ev": -175105.0269
}